Density functional theory data (wB97M-V/def2-TZVPD) for a molecular structure, C64H173N25O15P8.

The calculation puts the HOMO-LUMO gap at 6.90 eV. Its charge is 0. As for the HOMO energy: -7.1 eV. For the total energy, the calculation gives -7766.79972 Ha.

CARTESIAN COORDINATES (ANGSTROEM)
O1 -17.847 8.774 4.491
P1 -17.163 7.875 5.475
N1 -15.658 7.267 4.868
C1 -15.813 6.234 3.872
C2 -14.627 8.263 4.424
N2 -18.104 6.448 5.875
C3 -19.483 6.288 5.379
C4 -17.596 5.444 6.810
N3 -16.844 8.625 6.922
C5 -17.550 9.816 7.292
C6 -16.173 7.911 7.986
H1 -14.807 5.834 3.750
H2 -16.304 6.546 2.950
H3 -16.410 5.432 4.308
H4 -13.875 7.673 3.899
H5 -14.255 8.720 5.341
H6 -15.012 9.041 3.765
H7 -19.538 6.377 4.294
H8 -19.958 5.333 5.604
H9 -20.254 6.979 5.720
H10 -17.815 5.764 7.829
H11 -18.039 4.459 6.660
H12 -16.510 5.384 6.729
H13 -18.568 9.792 6.905
H14 -17.687 9.793 8.373
H15 -17.018 10.673 6.879
H16 -16.882 7.542 8.727
H17 -15.652 8.596 8.655
H18 -15.418 7.196 7.659
O2 -10.737 10.336 5.819
P2 -11.076 9.377 4.732
N4 -11.527 7.832 5.302
C7 -10.586 6.828 5.760
C8 -12.751 7.807 6.122
N5 -9.901 9.087 3.526
C9 -10.021 8.054 2.521
C10 -8.994 10.126 3.152
N6 -12.373 9.918 3.754
C11 -12.870 11.252 3.829
C12 -13.192 9.008 2.974
H19 -9.783 6.667 5.041
H20 -11.030 5.890 6.092
H21 -10.174 7.189 6.702
H22 -12.911 6.887 6.684
H23 -13.671 8.197 5.686
H24 -12.667 8.527 6.936
H25 -9.105 7.465 2.488
H26 -10.869 7.397 2.717
H27 -10.198 8.457 1.523
H28 -8.854 10.890 3.916
H29 -7.997 9.745 2.929
H30 -9.350 10.666 2.275
H31 -12.093 11.983 4.051
H32 -13.302 11.529 2.867
H33 -13.639 11.303 4.599
H34 -14.231 9.324 3.065
H35 -13.075 7.948 3.197
H36 -12.880 9.148 1.939
O3 -14.877 -1.466 3.276
P3 -16.100 -0.672 3.402
N7 -15.821 0.974 3.025
C13 -14.667 1.335 2.171
C14 -16.523 2.141 3.504
N8 -16.958 -0.662 4.891
C15 -17.774 -1.818 5.314
C16 -16.419 0.124 5.997
N9 -17.293 -1.084 2.207
C17 -18.525 -0.321 2.070
C18 -16.785 -1.669 0.889
H37 -15.055 1.554 1.177
H38 -13.962 0.508 2.248
H39 -14.070 2.191 2.487
H40 -17.384 2.316 2.859
H41 -15.992 3.080 3.663
H42 -17.053 1.978 4.442
H43 -18.135 -2.329 4.421
H44 -17.212 -2.615 5.800
H45 -18.651 -1.505 5.880
H46 -17.201 0.701 6.489
H47 -16.249 -0.573 6.818
H48 -15.552 0.771 5.867
H49 -19.164 -0.223 2.948
H50 -18.281 0.660 1.662
H51 -19.162 -0.793 1.322
H52 -16.180 -0.894 0.419
H53 -17.557 -1.997 0.193
H54 -16.053 -2.438 1.138
O4 -12.276 5.915 11.009
P4 -12.285 4.427 11.076
N10 -10.841 3.695 11.648
C19 -10.170 4.374 12.710
C20 -10.499 2.279 11.514
N11 -12.279 3.744 9.443
C21 -13.623 3.613 8.812
C22 -11.187 3.938 8.484
N12 -13.591 3.677 11.939
C23 -13.939 2.278 11.916
C24 -14.307 4.472 12.926
H55 -10.286 5.455 12.630
H56 -9.098 4.211 12.603
H57 -10.523 3.994 13.668
H58 -9.427 2.243 11.318
H59 -11.082 1.802 10.725
H60 -10.773 1.717 12.407
H61 -14.374 3.400 9.573
H62 -13.894 4.486 8.218
H63 -13.499 2.877 8.017
H64 -11.196 3.151 7.730
H65 -11.452 4.816 7.895
H66 -10.170 4.021 8.867
H67 -13.395 1.693 12.658
H68 -15.007 2.227 12.130
H69 -13.824 1.797 10.944
H70 -15.239 3.979 13.204
H71 -14.401 5.525 12.661
H72 -13.614 4.490 13.768
O5 -15.312 0.825 -0.960
P5 -14.211 1.848 -1.169
N13 -13.845 2.537 0.319
C25 -13.087 1.728 1.295
C26 -14.917 3.345 0.948
N14 -14.567 3.114 -2.242
C27 -13.689 4.256 -2.320
C28 -15.492 2.955 -3.332
N15 -12.749 1.139 -1.734
C29 -12.786 -0.078 -2.590
C30 -11.468 1.797 -2.061
H73 -12.009 1.677 1.146
H74 -13.511 0.728 1.378
H75 -13.100 2.173 2.290
H76 -15.671 2.676 1.363
H77 -15.471 4.001 0.276
H78 -14.463 3.928 1.750
H79 -14.322 5.119 -2.531
H80 -13.275 4.463 -1.334
H81 -12.981 4.200 -3.147
H82 -16.484 2.645 -3.001
H83 -15.451 3.834 -3.975
H84 -15.136 2.079 -3.874
H85 -11.886 -0.683 -2.476
H86 -13.585 -0.732 -2.241
H87 -12.878 0.054 -3.668
H88 -11.487 2.174 -3.084
H89 -10.626 1.140 -1.846
H90 -11.480 2.688 -1.433
O6 -16.565 3.689 10.197
P6 -16.931 2.681 9.142
N16 -16.724 3.232 7.546
C31 -16.948 2.338 6.453
C32 -15.653 4.206 7.277
N17 -18.563 2.154 9.210
C33 -19.637 3.048 8.738
C34 -18.947 1.649 10.488
N18 -16.005 1.199 9.165
C35 -14.560 1.147 9.345
C36 -16.524 -0.094 8.701
H91 -16.147 1.608 6.334
H92 -16.997 2.847 5.491
H93 -17.922 1.880 6.625
H94 -14.731 3.659 7.476
H95 -15.708 5.105 7.890
H96 -15.429 4.476 6.246
H97 -20.452 2.539 8.224
H98 -19.916 3.644 9.606
H99 -19.227 3.825 8.092
H100 -19.935 1.199 10.388
H101 -18.247 0.884 10.823
H102 -19.025 2.426 11.248
H103 -14.370 1.484 10.364
H104 -14.155 0.136 9.312
H105 -14.058 1.834 8.664
H106 -17.609 -0.106 8.809
H107 -16.129 -0.881 9.344
H108 -16.370 -0.392 7.664
O7 -15.709 3.818 4.855
P7 -14.193 3.700 4.976
N19 -13.362 3.923 3.504
C37 -11.963 3.370 3.317
C38 -13.680 5.056 2.732
N20 -13.741 2.113 5.526
C39 -13.785 1.807 6.935
C40 -13.874 0.908 4.638
N21 -13.448 4.682 6.066
C41 -14.035 6.007 6.291
C42 -12.009 4.610 6.379
H109 -11.552 3.520 2.319
H110 -11.984 2.296 3.499
H111 -11.227 3.783 4.008
H112 -13.198 5.929 3.170
H113 -14.744 5.289 2.769
H114 -13.367 4.937 1.694
H115 -14.744 1.494 7.349
H116 -13.134 0.978 7.212
H117 -13.313 2.587 7.531
H118 -13.261 0.071 4.972
H119 -14.925 0.625 4.577
H120 -13.595 1.146 3.612
H121 -13.553 6.685 5.587
H122 -15.067 5.909 5.955
H123 -13.917 6.439 7.286
H124 -11.550 5.261 5.634
H125 -11.613 3.597 6.315
H126 -11.928 5.030 7.381
O8 -20.476 5.049 3.865
P8 -19.960 3.681 3.779
N22 -18.295 3.626 3.339
C43 -17.912 3.943 1.950
C44 -17.341 4.184 4.318
N23 -20.744 2.674 2.751
C45 -22.169 2.722 2.576
C46 -20.132 1.409 2.369
N24 -20.031 2.735 5.214
C47 -20.559 3.276 6.426
C48 -19.117 1.612 5.435
H127 -18.318 3.325 1.149
H128 -16.841 3.858 1.765
H129 -18.146 4.992 1.769
H130 -17.728 5.130 4.695
H131 -16.318 4.304 3.963
H132 -17.205 3.465 5.126
H133 -22.764 2.612 3.482
H134 -22.376 3.733 2.224
H135 -22.608 2.044 1.844
H136 -19.063 1.405 2.582
H137 -20.537 0.533 2.877
H138 -20.379 1.206 1.327
H139 -21.604 3.564 6.308
H140 -20.510 2.594 7.274
H141 -20.075 4.247 6.535
H142 -18.375 1.605 4.636
H143 -19.612 0.642 5.449
H144 -18.654 1.734 6.414
O9 -8.951 -1.117 6.589
C49 -9.227 0.026 6.210
O10 -8.345 0.821 5.570
C50 -9.035 1.971 5.057
C51 -10.440 1.624 5.021
C52 -10.586 0.694 6.190
H145 -8.628 2.223 4.078
H146 -8.778 2.814 5.698
H147 -10.724 1.137 4.089
H148 -11.099 2.471 5.211
H149 -11.351 -0.070 6.049
H150 -10.722 1.347 7.052
O11 -10.188 5.353 2.151
C53 -10.077 4.081 2.008
O12 -10.010 3.243 3.102
C54 -9.918 1.879 2.641
C55 -10.155 1.847 1.160
C56 -9.777 3.274 0.738
H151 -10.737 1.335 3.111
H152 -8.931 1.468 2.855
H153 -11.228 1.774 0.982
H154 -9.566 1.043 0.717
H155 -10.284 3.653 -0.149
H156 -8.689 3.340 0.745
O13 -11.673 -2.371 7.782
C57 -12.604 -1.929 7.147
O14 -13.223 -0.817 7.531
C58 -14.266 -0.502 6.651
C59 -14.180 -1.356 5.396
C60 -13.179 -2.448 5.885
H157 -14.279 0.548 6.360
H158 -15.244 -0.707 7.086
H159 -13.752 -0.817 4.550
H160 -15.140 -1.756 5.071
H161 -12.475 -2.647 5.077
H162 -13.654 -3.414 6.052
C61 -10.582 6.574 0.086
C62 -11.811 5.698 0.139
C63 -13.079 6.293 0.754
O15 -14.039 5.301 0.788
C64 -15.310 5.608 1.235
N25 -12.031 5.203 -1.104
H163 -10.265 7.017 1.030
H164 -10.701 7.403 -0.612
H165 -9.711 6.044 -0.298
H166 -11.507 4.829 0.723
H167 -13.346 7.185 0.188
H168 -12.842 6.645 1.759
H169 -15.252 6.102 2.205
H170 -15.993 4.780 1.427
H171 -15.891 6.241 0.565
H172 -12.788 4.569 -0.893
H173 -12.488 5.839 -1.741


Density functional theory data (wB97M-V/def2-TZVPD) for a single C5H5NO molecule.

The calculation puts the HOMO-LUMO gap at 8.82 eV. As for the relative energy (zero: lowest compared OMol25 entry of this formula, charge and spin): 38.42 kcal/mol. Its charge is 0. As for the SMILES: O/C=C1/C=CC=N1. As for the HOMO energy: -8.9 eV. For the total energy, the calculation gives -323.45845 Ha.

CARTESIAN COORDINATES (ANGSTROEM)
C1 -0.526 -0.555 1.433
C2 0.065 -0.066 0.303
C3 1.480 0.011 0.036
C4 1.519 0.492 -1.214
C5 0.177 0.802 -1.616
H1 -2.071 -0.616 0.693
H2 0.063 -1.034 2.169
H3 2.285 0.060 0.860
H4 2.405 0.780 -1.737
H5 -0.177 1.225 -2.499
N1 -0.678 0.431 -0.721
O1 -1.755 -0.941 1.489


Density functional theory data (wB97M-V/def2-TZVPD) for 2 unconnected molecules or ions with the total composition CH3O3PS.

The calculation puts the HOMO-LUMO gap at 7.42 eV. As for the relative energy (zero: lowest compared OMol25 entry of this formula, charge and spin): 30.83 kcal/mol. Its charge is 0. As for the SMILES: O=C(O)O.P=S. As for the HOMO energy: -8.4 eV. For the total energy, the calculation gives -1005.14906 Ha.

CARTESIAN COORDINATES (ANGSTROEM)
C1 0.736 0.958 -0.128
O1 0.630 2.290 -0.018
O2 1.995 0.538 -0.385
O3 -0.101 0.175 0.143
P1 -2.165 -2.427 0.953
S1 -2.686 -3.295 -0.679
H1 -0.222 2.805 -0.090
H2 2.624 1.262 -0.359
H3 -0.811 -2.305 0.565


no.,M (g/mol),LUMO level (eV)
1,1781.04,-0.1647
2,95.10,-0.0678
3,126.07,-0.9801